A cluster of 2 separate species, C2H8N2O in total. Source: the OMol25 dataset; level of theory: ωB97M-V/def2-TZVPD.

Geometry (Å):
C: 0.143 0.595 -0.084
C: 1.500 0.853 0.550
N: -0.562 -0.455 0.558
N: -1.845 -0.368 0.490
O: -0.110 -1.514 -1.269
H: 0.159 -2.389 -1.582
H: -2.350 -1.174 0.832
H: -2.284 0.145 -0.276
H: -0.470 1.495 -0.210
H: 0.285 0.063 -1.100
H: 1.408 1.267 1.555
H: 2.060 1.558 -0.065
H: 2.066 -0.077 0.601

Energy = -265.6008 Eh
ΔE to the lowest compared entry with this formula, charge and spin = 114.4 kcal/mol
Strongest force on any atom = 0.96 eV/A
Highest occupied orbital energy (alpha / beta) = -8.625 / -8.624 eV
Orbital gap (alpha / beta) = 8.4 / 8.4 eV


A cluster of 2 separate species, C7H9BrN2 in total at a distorted geometry. Source: the OMol25 dataset; level of theory: ωB97M-V/def2-TZVPD.

Geometry (Å):
C: -2.315 -1.226 -0.176
C: -1.239 -1.614 -0.994
C: -2.132 -0.525 1.002
C: -0.012 -1.050 -0.644
C: -0.903 -0.112 1.379
C: 0.197 -0.349 0.537
C: 1.456 0.113 1.005
N: 1.536 1.847 -1.297
N: 1.389 2.047 -0.032
Br: 3.131 -0.555 0.331
H: -3.424 -1.460 -0.356
H: -1.256 -2.108 -1.859
H: -2.948 -0.320 1.500
H: 0.740 -1.242 -1.304
H: -0.876 0.420 2.240
H: 1.329 0.471 2.084
H: 2.313 1.414 -1.837
H: 0.670 1.982 -1.835
H: 2.344 2.267 0.256

Energy = -2955.5071 Eh
ΔE to the lowest compared entry with this formula, charge and spin = 78.7 kcal/mol
Strongest force on any atom = 5.59 eV/A
Highest occupied orbital energy (alpha / beta) = -7.103 / -7.218 eV
Orbital gap (alpha / beta) = 7.6 / 7.6 eV


A structure of composition C57H42F6NO7P3RuS2 at a distorted geometry. Source: the OMol25 dataset; level of theory: ωB97M-V/def2-TZVPD.

Geometry (Å):
Ru: 12.379 12.064 11.750
O: 13.225 14.194 14.518
C: 13.912 13.368 15.369
C: 14.043 13.657 16.732
C: 14.906 12.903 17.509
C: 15.675 11.875 16.959
C: 15.481 11.507 15.650
C: 14.602 12.251 14.843
P: 14.477 11.646 13.141
C: 15.958 12.271 12.353
C: 16.310 11.776 11.094
C: 17.490 12.229 10.510
C: 18.260 13.184 11.146
C: 17.818 13.761 12.347
C: 16.674 13.304 12.953
C: 14.618 9.834 13.297
C: 15.513 9.049 12.626
C: 15.470 7.652 12.847
C: 14.553 7.092 13.731
C: 13.640 7.920 14.387
C: 13.690 9.286 14.183
C: 12.507 15.258 15.036
C: 13.160 16.336 15.632
C: 12.451 17.282 16.331
C: 11.040 17.188 16.454
C: 10.379 16.196 15.734
C: 11.106 15.208 15.021
P: 10.300 14.198 13.754
C: 9.639 15.498 12.717
C: 10.477 16.582 12.385
C: 9.998 17.669 11.718
C: 8.671 17.696 11.337
C: 7.837 16.627 11.604
C: 8.320 15.531 12.269
C: 9.088 13.062 14.289
C: 8.143 12.458 13.388
C: 7.238 11.579 13.910
C: 7.245 11.272 15.269
C: 8.190 11.780 16.128
C: 9.118 12.680 15.617
H: 13.480 14.417 17.244
H: 14.983 13.111 18.570
H: 16.344 11.325 17.595
H: 16.033 10.711 15.227
H: 15.688 11.077 10.543
H: 17.789 11.807 9.558
H: 19.154 13.497 10.660
H: 18.336 14.582 12.782
H: 16.334 13.770 13.868
H: 16.289 9.431 11.968
H: 16.152 7.033 12.315
H: 14.502 6.004 13.863
H: 12.870 7.509 15.018
H: 13.038 9.977 14.727
H: 14.233 16.378 15.624
H: 12.968 18.103 16.810
H: 10.458 17.948 16.948
H: 9.290 16.171 15.724
H: 11.507 16.568 12.669
H: 10.655 18.470 11.440
H: 8.305 18.517 10.736
H: 6.799 16.596 11.305
H: 7.655 14.712 12.518
H: 8.167 12.723 12.349
H: 6.526 11.087 13.259
H: 6.514 10.569 15.640
H: 8.220 11.495 17.155
H: 9.884 13.098 16.260
F: 16.224 14.752 9.572
C: 14.946 15.114 9.464
F: 14.676 15.846 10.557
F: 14.772 15.815 8.334
S: 13.892 13.602 9.289
O: 13.676 13.205 10.734
O: 14.663 12.676 8.546
N: 12.600 13.947 8.515
S: 11.432 14.793 9.211
O: 11.755 16.174 9.400
O: 10.880 14.068 10.331
C: 10.214 14.752 7.776
F: 10.670 15.506 6.785
F: 9.061 15.281 8.217
F: 10.035 13.526 7.335
O: 10.557 10.070 14.689
C: 10.694 10.201 13.505
O: 11.303 11.311 13.007
C: 10.285 9.153 12.486
C: 9.617 8.036 13.005
C: 9.128 7.074 12.120
C: 9.438 7.155 10.777
C: 10.189 8.223 10.283
C: 10.623 9.237 11.124
P: 11.364 10.651 10.228
C: 9.945 11.169 9.243
C: 9.695 10.450 8.079
C: 8.506 10.619 7.401
C: 7.547 11.487 7.880
C: 7.783 12.207 9.070
C: 8.966 12.024 9.764
C: 12.716 10.012 9.200
C: 12.841 10.385 7.851
C: 13.854 9.825 7.087
C: 14.758 8.928 7.689
C: 14.646 8.611 9.057
C: 13.600 9.164 9.801
H: 9.438 8.002 14.074
H: 8.545 6.248 12.505
H: 9.088 6.382 10.102
H: 10.358 8.306 9.221
H: 10.423 9.759 7.655
H: 8.356 10.058 6.492
H: 6.647 11.649 7.321
H: 7.023 12.905 9.447
H: 9.175 12.588 10.667
H: 12.161 11.147 7.413
H: 13.961 10.049 6.048
H: 15.513 8.405 7.076
H: 15.338 7.943 9.572
H: 13.491 8.933 10.858

Net charge = +2
Energy = -5292.6816 Eh
ΔE to the lowest compared entry with this formula, charge and spin = 0.0 kcal/mol
Strongest force on any atom = 1.88 eV/A
Highest occupied orbital energy (alpha / beta) = -12.925 / -13.488 eV
Multiplicity = 5
Orbital gap (alpha / beta) = 7.4 / 5.8 eV


An isolated molecule of C3H5NO3. Source: the OMol25 dataset; level of theory: ωB97M-V/def2-TZVPD.

Geometry (Å):
O: -1.777 0.492 -1.139
C: -1.756 -0.367 -0.307
C: -0.504 -0.821 0.399
N: 0.717 -0.511 -0.292
C: 1.383 0.674 -0.219
O: 2.307 0.984 -0.930
O: 0.885 1.480 0.748
H: -2.698 -0.861 0.024
H: -0.484 -0.344 1.384
H: -0.535 -1.885 0.643
H: 1.041 -1.124 -1.019
H: 1.421 2.283 0.710

Structure (SMILES) = O=CCNC(=O)O
Energy = -397.8093 Eh
ΔE to the lowest compared entry with this formula, charge and spin = 17.2 kcal/mol
Strongest force on any atom = 0.65 eV/A
Highest occupied orbital energy = -9.922 eV
Orbital gap = 10.6 eV


A cluster of 2 separate species, C3H4Cl4Si in total at a distorted geometry. Source: the OMol25 dataset; level of theory: ωB97M-V/def2-TZVPD.

Geometry (Å):
C: -1.192 -0.719 -0.311
Si: 0.558 -1.188 -0.734
Cl: 0.443 -2.568 -2.212
Cl: 1.696 0.464 -1.085
Cl: 1.385 -2.301 0.786
H: -1.631 -1.514 0.207
H: -1.233 0.366 0.145
H: -1.820 -0.577 -1.260
C: 3.722 2.424 1.474
C: 3.501 2.859 0.369
Cl: 3.267 3.752 -0.949
H: 3.849 1.837 2.290

Structure (SMILES) = C[Si](Cl)(Cl)Cl.C#CCl
Energy = -2247.0456 Eh
ΔE to the lowest compared entry with this formula, charge and spin = 36.6 kcal/mol
Strongest force on any atom = 4.19 eV/A
Highest occupied orbital energy = -10.125 eV
Orbital gap = 10.6 eV


A structure of composition H2NO2P at a distorted geometry. Source: the OMol25 dataset; level of theory: ωB97M-V/def2-TZVPD.

Geometry (Å):
N: -0.210 0.380 -0.018
O: -4.429 -0.849 0.026
O: -1.561 -0.122 -0.083
P: -2.849 0.817 0.007
H: 0.317 -0.206 -0.619
H: 0.038 0.543 0.904

Energy = -547.5282 Eh
ΔE to the lowest compared entry with this formula, charge and spin = 179.0 kcal/mol
Strongest force on any atom = 6.61 eV/A
Highest occupied orbital energy (alpha / beta) = -9.033 / -9.173 eV
Orbital gap (alpha / beta) = 6.9 / 7.0 eV


A structure of composition C3HDyO2 at a distorted geometry. Source: the OMol25 dataset; level of theory: ωB97M-V/def2-TZVPD.

Geometry (Å):
C: 0.804 -0.126 1.479
H: 1.195 -0.530 2.407
C: 0.773 0.793 0.545
O: -0.302 -0.953 0.637
C: -0.298 0.100 -0.196
Dy: -1.226 0.508 -3.666
O: -0.946 0.208 -1.207

Net charge = +3
Energy = -1148.9338 Eh
Strongest force on any atom = 4.86 eV/A
Highest occupied orbital energy (alpha / beta) = -23.309 / -25.461 eV
Multiplicity = 7
Orbital gap (alpha / beta) = 5.7 / 7.2 eV


strongest force on any atom of number 4 (C3H5NO3)?
0.65 eV/A


Look up the strongest force on any atom of the fourth one.
0.65 eV/A


Copy entry 4 word for word.
An isolated molecule of C3H5NO3. Source: the OMol25 dataset; level of theory: ωB97M-V/def2-TZVPD.

Geometry (Å):
O: -1.777 0.492 -1.139
C: -1.756 -0.367 -0.307
C: -0.504 -0.821 0.399
N: 0.717 -0.511 -0.292
C: 1.383 0.674 -0.219
O: 2.307 0.984 -0.930
O: 0.885 1.480 0.748
H: -2.698 -0.861 0.024
H: -0.484 -0.344 1.384
H: -0.535 -1.885 0.643
H: 1.041 -1.124 -1.019
H: 1.421 2.283 0.710

Structure (SMILES) = O=CCNC(=O)O
Energy = -397.8093 Eh
ΔE to the lowest compared entry with this formula, charge and spin = 17.2 kcal/mol
Strongest force on any atom = 0.65 eV/A
Highest occupied orbital energy = -9.922 eV
Orbital gap = 10.6 eV


Which value of energy does entry 2 give?
-2955.5071 Eh